Molecular formula: C52H45N6O9S2Ta
Method: DFT, ωB97M-V with the def2-TZVPD basis set

Geometry as XYZ:
```
115
Properties=species:S:1:pos:R:3:forces:R:3
Ta 1.152865 -0.417226 0.842830 0.735 1.319 -0.539
N 0.096068 2.054849 5.862697 -0.788 0.265 1.745
C 0.449978 2.062952 4.584779 3.273 -1.378 -3.185
S 0.087614 -0.587687 2.891677 -0.743 1.499 -0.231
N 1.691442 1.712361 4.247561 -2.136 0.209 1.554
N 1.941232 1.666384 2.888948 1.945 1.114 -0.168
C 3.214806 1.883054 2.662659 -1.957 -0.636 3.226
C 3.804333 2.288738 1.492036 1.433 0.449 -3.156
C 5.048666 2.988894 1.516945 -1.101 -0.113 -0.664
C 5.475667 3.575450 0.353824 -1.104 -0.206 -0.805
C 4.709099 3.376752 -0.836759 2.858 1.446 -0.073
C 3.621481 2.560092 -0.934650 0.135 -0.156 -0.609
C 3.156545 2.019381 0.262771 0.245 0.153 0.304
O 2.074665 1.257216 0.276089 -0.710 -1.061 -0.368
H -0.843443 2.328161 6.131132 0.808 -0.352 0.048
H 0.742333 1.782603 6.601455 -0.182 0.143 -0.683
H 3.881057 1.900561 3.514025 -0.015 0.116 0.568
H 5.634643 3.156674 2.403225 -0.219 -0.226 0.502
H 6.347308 4.218047 0.340571 -0.007 -0.151 -0.106
H 5.196139 3.898460 -1.695193 -0.961 -0.697 0.309
H 3.233372 2.315411 -1.942911 -0.166 0.135 0.985
C -4.055592 -2.569835 2.529270 0.809 0.484 -0.293
C -3.882417 -2.384251 1.015235 -0.460 -0.191 0.064
C -5.181972 -2.756364 0.287183 0.141 0.550 0.785
O -2.781102 -3.131377 0.472646 0.050 1.452 0.108
C -1.649034 -2.212118 0.452828 0.563 -0.518 -0.167
C -2.361649 -0.907864 0.064255 -0.982 -0.175 -0.101
O -3.613981 -0.979650 0.768844 0.540 -0.978 -0.077
C -1.746190 0.478963 0.188957 0.374 1.280 1.034
O -0.353064 0.315624 -0.167308 -1.245 0.309 0.850
C -2.439094 1.533513 -0.748729 -0.276 -1.256 -0.245
C -3.846439 1.577993 -0.915139 0.757 0.034 1.520
C -4.472276 2.636915 -1.541216 -0.201 -0.563 0.069
C -3.689486 3.560869 -2.188283 -0.423 1.103 -0.752
C -2.320380 3.443677 -2.132562 1.015 1.022 -1.086
C -1.671630 2.453898 -1.444301 1.223 -0.848 1.034
C -1.883524 1.153812 1.653387 -2.447 -1.026 -0.258
C -3.098175 1.450668 2.293706 2.451 -2.195 -4.361
C -3.076437 2.116154 3.489432 0.827 2.352 3.898
C -1.923051 2.550065 4.086891 -1.027 -0.322 0.186
C -0.559556 2.414813 3.476792 -1.094 -0.620 1.040
C -0.634454 1.381243 2.303287 2.444 1.170 0.252
C -0.426078 -2.680216 -0.509586 -2.078 0.017 1.117
O 0.740171 -2.069321 0.040961 -0.769 -0.008 -0.710
C -0.178015 -4.197767 -0.348129 0.245 -0.117 -0.758
C 1.160129 -4.511493 -0.525760 0.752 -1.130 -0.141
C 1.597393 -5.840185 -0.502756 -0.206 -0.055 -0.189
C 0.694407 -6.872615 -0.280152 -1.132 0.444 0.681
C -0.653940 -6.565932 -0.000036 0.116 0.147 -0.764
C -1.110636 -5.243280 -0.196073 0.808 -0.259 0.782
C -0.676634 -2.353886 -1.986872 -0.762 -0.731 -0.215
C -1.864367 -2.852087 -2.617714 0.953 0.456 0.701
C -1.939722 -2.834241 -4.011612 -2.360 -1.669 2.066
C -0.989573 -2.329930 -4.789323 1.801 1.969 -2.227
C 0.107519 -1.753174 -4.171703 0.975 0.213 -0.421
C 0.302456 -1.777435 -2.788300 -0.120 -0.149 -0.476
H -4.045071 -3.612412 2.808603 -0.406 -0.419 -0.125
H -4.983641 -2.068881 2.826346 0.264 -0.183 0.147
H -3.196893 -2.140876 3.061084 -0.238 0.234 -0.122
H -5.555011 -3.766068 0.535981 0.325 0.459 -0.187
H -5.039603 -2.609560 -0.773661 -0.064 -0.175 -0.344
H -5.902510 -1.998193 0.646501 0.051 -0.508 -0.290
H -1.212308 -2.203356 1.462860 -0.253 0.132 -0.385
H -2.578628 -0.972286 -0.992297 -0.070 -0.290 -0.523
H -4.475597 0.915086 -0.339449 0.093 -0.365 -0.148
H -5.557711 2.697717 -1.472247 0.242 0.085 -0.331
H -4.132419 4.384164 -2.768170 0.211 -0.379 0.394
H -1.680115 4.145738 -2.674503 -0.463 -0.074 0.123
H -0.551072 2.381505 -1.381200 -1.294 0.194 -0.161
H -3.992793 1.079427 1.797538 0.030 0.539 0.317
H -3.994595 2.394763 4.018547 0.165 -0.486 -0.261
H -1.932498 2.960338 5.116364 -0.665 0.173 -1.152
H -0.270611 3.440916 3.137649 0.019 -0.836 -0.377
H 0.131302 1.785777 1.595874 -0.536 -0.916 0.506
H 1.889754 -3.744826 -0.780883 -0.231 -0.140 0.314
H 2.644023 -6.066575 -0.676483 -0.078 0.044 -0.093
H 0.937550 -7.922584 -0.312805 0.518 -0.037 0.174
H -1.332224 -7.401633 0.305205 0.450 1.003 -0.586
H -2.153953 -5.009858 -0.158737 -0.233 -0.105 0.199
H -2.719856 -3.225712 -2.015427 0.913 0.053 -0.472
H -2.760240 -3.362881 -4.449406 -0.678 0.081 -0.257
H -1.110672 -2.202139 -5.902759 0.195 -0.562 1.341
H 0.870078 -1.355967 -4.844775 -0.034 0.161 0.480
H 1.227964 -1.378324 -2.370494 -0.295 -0.156 -0.043
N -1.653210 6.455912 -7.954995 0.543 -0.129 1.347
C -1.606644 6.074161 -6.635817 -0.818 0.018 0.373
S -2.822417 6.536714 -5.590463 0.653 -0.172 -0.539
C -0.514167 5.154834 -6.153185 -0.038 -0.284 -0.382
C 0.132794 4.289297 -7.025819 -0.182 -0.971 -1.483
C 1.025005 3.314042 -6.564446 -0.123 -0.037 0.756
N 1.483308 3.348181 -5.313999 0.047 0.755 0.138
C 0.974021 4.284074 -4.493981 -0.425 -0.746 0.017
C -0.160619 5.040473 -4.812948 0.841 0.356 0.185
H -2.337173 7.207799 -8.076392 0.578 -0.452 -0.455
H -0.788082 6.412133 -8.497521 -0.644 0.228 0.149
H -0.174147 4.227466 -8.082187 0.169 0.176 0.536
H 1.362543 2.414254 -7.103926 -0.261 0.882 -0.309
H 1.455988 4.330375 -3.510652 -0.468 0.025 -0.230
H -0.714346 5.556113 -4.043044 0.167 0.357 -0.071
O 4.998147 -0.495588 1.596002 -1.368 -1.083 0.157
C 4.062053 -1.245458 1.845426 0.244 2.664 -3.150
O 2.930071 -1.321753 1.065353 0.774 0.657 0.942
C 4.018300 -2.098643 2.971830 1.161 -1.818 2.139
C 5.009743 -1.961401 3.983147 0.182 1.318 -1.058
C 4.913790 -2.682789 5.131983 0.082 -0.762 0.731
C 3.900532 -3.640729 5.262767 -0.415 0.317 -1.932
C 3.009873 -3.899642 4.212287 0.142 -0.160 0.062
C 3.116548 -3.141672 3.036332 -1.103 -0.583 0.269
N 3.840963 -4.396141 6.478209 -0.545 -0.607 1.589
O 4.430422 -3.863170 7.430919 -0.934 -1.502 -0.712
O 3.185092 -5.456178 6.500169 1.352 1.881 0.218
H 5.860094 -1.240384 3.833937 -1.215 -0.729 0.129
H 5.630923 -2.578226 5.941420 -0.157 0.041 -0.232
H 2.222323 -4.664035 4.268731 0.636 0.305 0.227
H 2.446144 -3.389629 2.179778 0.578 0.462 0.849
```
Positions in Å, forces in eV/Å.

Results
Energy relative to the best compared isomer or geometry (same formula, charge and spin), eV: 3.229
Lowest unoccupied orbital energy, eV: -0.973
HOMO, eV: -7.57
Multiplicity: 1

Here are the Mulliken charges for atoms 1 to 8, given in e:
1. Ta 0.824
2. N -0.324
3. C 0.072
4. S -0.533
5. N -1.499
6. N 1.071
7. C -1.043
8. C 1.561